Computed, not measured: a 4-piece molecular cluster, C55H98F3N9O10S2 overall, with ωB97M-V/def2-TZVPD.

```
177
Properties=species:S:1:pos:R:3:forces:R:3:mulliken_charge:R:1
S -5.339310 -4.693129 5.678891 -0.46 -0.15 -1.02 -0.276
S -4.139963 -0.421704 6.275042 0.29 -0.52 0.35 -0.125
F -0.010335 0.357316 4.789705 -0.53 -0.52 0.09 -0.274
F -1.126617 0.176744 6.631872 -0.42 -0.44 -0.72 -0.231
F 0.101647 -1.455799 5.960072 -0.73 0.00 -0.66 -0.270
O 0.118084 -1.746779 1.822911 -0.42 -1.04 1.01 -0.263
O 4.849195 8.070223 -4.740764 0.80 -0.37 -0.13 -0.481
O 0.059947 -4.292636 -3.512598 -0.02 0.87 0.44 -0.634
O -0.040371 -1.564813 0.447855 0.01 0.94 -1.48 -0.420
O 3.393209 3.564980 -8.922075 0.76 0.18 0.45 -0.603
O -3.126714 3.794774 6.024736 -0.23 -0.92 -0.19 -0.529
O -6.126125 -6.483380 3.744273 1.25 -0.57 0.04 -0.288
O -6.031028 -1.695400 2.063932 0.79 -0.33 0.58 -0.423
O -9.140985 -1.650036 3.978885 0.27 0.07 0.21 -0.448
O 1.730497 -8.111883 6.461634 -0.20 -0.06 0.58 -0.551
N -7.761847 -5.202736 4.376049 0.98 0.59 1.03 0.077
N 3.428525 3.618042 -7.614603 -1.91 -0.57 -2.27 0.442
N -0.462590 -5.927181 4.384724 -1.65 0.06 0.04 -0.085
N 5.862428 8.521738 -4.047094 -2.97 0.45 -0.31 0.260
N 1.132094 -3.539076 -3.525401 -0.97 -2.72 -0.93 0.516
N -4.084405 -2.192447 3.386889 -0.77 0.38 -1.03 1.834
N -5.115412 3.102916 6.827931 -0.04 -1.04 -1.27 -0.488
N -8.223178 -6.062146 3.433967 -0.41 -1.03 -1.13 -0.692
N -1.863458 -1.063721 4.840635 -0.25 0.43 -0.28 0.686
C 3.279624 -3.231139 -2.332340 0.17 0.26 -0.12 -1.861
C -4.135184 2.155446 4.609961 -0.92 0.45 0.47 -0.213
C 2.892056 -5.350953 -3.679420 -0.29 -0.21 -0.56 -1.485
C 5.007318 10.854260 -3.568284 -0.51 -0.29 0.31 -1.321
C 3.244995 2.237469 -7.091000 0.77 -1.34 1.51 1.694
C -8.928382 -2.125408 5.316933 0.39 0.52 0.26 0.404
C 0.149759 -2.581237 -5.618596 -0.51 -0.34 0.36 -1.885
C 0.992128 4.133324 -7.172113 -0.13 -0.58 -0.31 -1.466
C 1.027510 -7.176700 7.200024 -1.01 0.91 0.56 0.268
C 6.957140 8.295464 -1.810949 0.27 0.31 -0.04 -1.849
C 1.735635 -4.947996 -1.534502 -0.78 -0.23 -0.15 -1.913
C -6.500641 -5.474404 4.571457 -0.70 -0.33 -0.86 0.498
C -4.842213 -2.425978 2.090496 -1.63 -0.05 -1.30 -0.864
C -0.493734 -5.216864 8.654248 0.92 -0.87 -0.70 -1.049
C 4.557185 8.976090 -1.956968 -0.26 0.46 -0.23 -1.232
C -2.747135 -2.916027 3.455625 1.73 -1.09 1.53 1.467
C -7.120490 -2.341605 2.770478 -0.54 1.14 0.13 0.577
C -8.851975 -0.975945 6.371369 0.23 -0.37 -0.06 -1.083
C 4.185881 1.240912 -7.780503 0.08 0.29 -0.62 -1.599
C 0.800757 2.722191 -6.620054 -0.01 0.05 0.06 -0.583
C -0.911478 -5.693931 7.408443 0.51 0.02 0.46 0.319
C 3.646318 2.149032 -5.605029 -0.09 0.27 0.35 -1.687
C -1.538385 -1.907702 3.698970 0.40 -0.74 -0.56 -1.482
C 5.856793 10.304691 -5.823561 -0.46 -0.58 -0.22 -2.000
C -0.737923 -7.046647 5.296567 2.00 -0.67 0.72 -0.756
C -1.035665 -1.168355 2.426292 -1.24 0.87 -0.78 -1.609
C -7.954542 -1.173459 3.395032 0.08 -0.47 -0.35 -0.636
C 2.225543 -4.265877 -2.816413 1.68 0.61 1.35 2.259
C 4.806186 10.473660 -2.103544 0.07 0.05 0.00 -0.498
C 6.016545 9.979626 -4.332173 1.69 1.39 -0.32 2.032
C -0.168516 -6.656017 6.681982 -1.00 0.18 -0.29 0.108
C 2.841427 5.117593 -5.732489 0.04 -0.14 0.34 -2.016
C 2.482025 5.916776 -8.011914 0.26 -0.29 -0.69 -1.991
C 0.732559 -5.736734 9.160655 -1.04 0.56 -0.05 -0.407
C -3.755316 -4.968173 4.755942 0.56 -0.75 0.61 -1.236
C -0.772216 -0.515245 5.525480 1.74 0.80 1.19 0.708
C 1.800529 1.751651 -7.241371 -0.45 0.32 -0.16 -0.716
C 5.312654 6.652137 -2.479879 -0.31 -0.13 -0.60 -1.792
C 2.402554 -1.963645 -4.993563 0.36 0.07 0.29 -2.061
C 2.443996 4.642937 -7.157194 -0.08 1.56 1.59 2.244
C 1.458114 -6.700970 8.462090 0.18 0.03 -0.13 -0.565
C -7.247680 -6.824217 3.048372 -0.27 1.37 1.19 0.077
C -3.065134 -0.245884 4.736253 -0.98 0.39 0.07 1.450
C -4.085270 3.060165 5.872396 0.86 1.10 0.54 0.197
C -1.087027 -4.648977 2.337817 -0.48 -1.12 -0.33 -1.182
C -2.424832 -3.848688 2.246963 0.29 0.34 -0.63 -2.068
C -2.808779 -3.743159 4.796589 -0.88 0.71 0.02 -1.731
C 3.185973 -4.934260 -5.118578 0.04 0.06 0.04 -0.495
C 5.654613 8.141043 -2.622171 1.10 -0.77 1.70 1.733
C -1.184564 -6.018398 3.104138 1.80 0.09 -0.70 -1.029
C -4.023952 -0.719521 3.575525 0.85 1.27 0.95 -2.121
C 1.405265 -3.137651 -4.934569 0.59 1.74 -1.25 1.956
C 7.472392 10.404097 -3.993133 0.21 -0.04 0.28 -1.819
C -2.856484 1.277421 4.478080 -0.02 0.37 -0.77 -1.068
C 1.959396 -4.297896 -5.766337 0.17 -0.54 0.25 -1.343
H 1.190801 -5.065358 -5.905167 -0.09 0.09 0.15 0.389
H 2.793403 6.202107 -5.633722 -0.10 -0.03 -0.15 0.528
H 7.774808 7.737609 -2.272377 -0.06 0.02 -0.04 0.382
H -7.722820 -2.883853 2.021118 0.21 -0.05 0.58 0.365
H 0.888975 2.724634 -5.529498 0.08 -0.02 -0.01 0.257
H 1.672281 -8.945897 6.951861 0.29 0.12 -0.24 0.347
H -5.092972 1.602280 4.634603 0.48 -0.03 -0.17 -0.001
H 6.516732 9.688988 -6.437739 -0.01 -0.02 0.04 0.468
H -3.211372 -4.600578 2.040833 0.23 0.49 0.34 0.630
H 0.534848 -5.852586 4.202556 -0.19 -0.12 0.14 0.301
H -1.787913 -3.981273 5.146031 -0.52 -0.35 -0.51 0.297
H -7.212575 -7.618599 2.306854 0.01 0.33 0.33 0.415
H -0.214235 -4.081707 2.691323 -0.47 -0.09 -0.02 0.504
H 3.581337 8.733049 -2.390836 0.11 -0.08 -0.15 0.325
H -2.210829 -6.406363 3.188749 0.37 0.31 0.31 0.292
H 3.494700 6.317650 -8.082791 -0.01 -0.04 0.03 0.449
H 3.958801 1.113245 -8.838455 0.00 0.17 0.01 0.392
H -3.212946 -3.055404 5.570991 0.32 -0.29 -0.38 0.803
H 0.354365 4.826237 -6.618400 0.19 0.14 0.00 0.338
H -4.731834 -2.540764 4.113931 0.52 -0.15 0.15 0.487
H 1.211012 -4.241780 -0.884184 0.02 0.03 -0.03 0.268
H -1.081908 -4.460340 9.179622 0.34 -0.33 -0.05 0.414
H 1.847604 6.684689 -7.567013 0.03 -0.17 0.21 0.467
H 6.825459 7.904033 -0.800590 -0.17 -0.07 -0.10 0.429
H 5.669216 10.783339 -1.507557 0.02 -0.07 0.00 0.298
H -0.122042 -2.422002 -0.005837 0.17 -0.28 0.78 0.309
H 2.395333 -7.065115 8.898532 -0.36 0.05 -0.30 0.417
H 4.039106 -4.251097 -5.150450 -0.05 0.04 -0.01 0.303
H -7.324401 -0.646095 4.143871 -0.19 -0.11 -0.35 0.196
H 2.190856 4.705661 -4.957569 0.07 -0.09 0.00 0.298
H -9.752530 -0.934357 7.007714 0.38 0.16 -0.43 0.313
H 4.486195 8.724353 -0.895694 0.16 -0.17 -0.06 0.401
H 7.536822 10.972214 -3.063522 0.02 -0.09 0.03 0.334
H 2.881232 -2.216037 -2.335595 -0.03 -0.05 -0.10 0.311
H 3.619300 1.112393 -5.261145 -0.01 -0.04 -0.23 0.253
H 4.187018 -3.244931 -2.937324 -0.05 0.07 -0.04 0.353
H -0.216494 2.384392 -6.836790 0.02 0.04 0.02 0.471
H 2.220748 -3.949043 -6.768032 -0.10 0.20 0.08 0.372
H 3.818202 -5.681662 -3.203605 -0.07 0.13 0.18 0.367
H 1.066648 -5.334572 10.125488 0.13 -0.44 -0.45 0.360
H -6.737040 -2.983217 3.583115 -0.24 -0.01 -0.47 -0.616
H -3.990511 -5.371307 3.762486 0.03 0.36 0.35 0.747
H 6.106376 11.350631 -6.007206 0.10 -0.03 0.24 0.498
H 7.904322 11.032180 -4.772467 -0.21 0.06 -0.02 0.505
H -3.368783 -1.251446 7.033078 -0.14 0.44 -0.48 0.157
H -4.791068 2.916772 7.768849 -0.05 0.45 -0.04 0.260
H 0.621623 4.139583 -8.203170 0.16 0.03 -0.03 0.447
H 2.986714 2.696899 -4.935725 0.03 0.09 -0.06 0.317
H 3.408208 -2.221277 -4.669058 -0.04 -0.01 0.08 0.294
H -9.756040 -2.818227 5.531455 0.53 0.16 -0.10 0.452
H 5.309838 11.902096 -3.629588 0.15 -0.08 -0.16 0.345
H -7.981775 -1.168188 7.026965 -0.45 0.14 -0.13 0.272
H -2.070345 1.752210 5.083415 -0.31 -0.44 -0.04 0.548
H -3.251526 -5.785340 5.303890 -0.30 0.34 -0.38 0.368
H 2.239555 -6.230605 -3.714726 -0.11 0.11 0.07 0.426
H 2.574815 -5.356806 -0.970367 0.16 0.20 -0.18 0.493
H -5.009185 -0.351457 3.899146 0.33 -0.44 -0.55 0.043
H 3.588927 -3.416386 -1.303061 -0.03 -0.21 -0.07 0.475
H 4.832935 10.166070 -6.171065 0.05 -0.19 0.04 0.344
H 4.662678 2.516138 -5.447388 -0.04 0.03 -0.08 0.391
H -8.671015 0.000284 5.884371 -0.29 -0.42 0.20 0.279
H -4.206826 2.845753 3.747728 0.14 -0.33 0.43 0.412
H -1.800238 -7.333107 5.347318 0.29 0.53 -0.06 0.447
H 3.485886 -5.813318 -5.693944 0.02 0.03 0.05 0.429
H -0.841228 -4.945839 1.296160 -0.21 0.44 0.43 0.372
H -0.268904 -1.749326 -5.047239 0.01 -0.05 0.02 0.430
H 4.101028 0.256193 -7.316822 -0.11 0.13 0.16 0.265
H -0.717426 -2.575549 4.025784 -0.40 0.39 -0.15 1.703
H -5.128335 -3.491373 1.987141 0.78 0.33 0.25 0.456
H 4.350075 6.398606 -2.924548 0.07 0.09 -0.13 0.264
H -1.839615 -5.292916 6.984742 0.33 -0.28 0.06 0.208
H -0.185149 -7.964631 4.988765 -0.48 0.38 -0.01 0.413
H -0.627372 -3.334311 -5.745699 0.04 -0.02 0.15 0.391
H 7.281175 9.326232 -1.688948 0.01 -0.01 -0.09 0.360
H 8.136788 9.543166 -3.915117 -0.09 -0.02 0.05 0.324
H 3.952337 11.025068 -1.701360 0.05 0.01 -0.02 0.397
H 0.394623 -2.208068 -6.613726 0.21 -0.03 0.09 0.384
H 4.032580 10.791425 -4.064720 0.08 -0.13 -0.09 0.407
H 1.685171 0.767686 -6.776997 0.23 0.02 0.03 -0.148
H 1.555074 1.616416 -8.299959 0.16 0.12 -0.04 0.429
H 1.072016 -5.788226 -1.741608 -0.13 0.17 -0.07 0.394
H -5.928110 2.551487 6.576336 0.15 -0.08 0.31 0.245
H -1.855662 -1.207780 1.675386 0.52 0.05 0.25 0.580
H -7.946870 -2.642170 5.337870 -0.71 -0.19 0.06 -0.244
H -4.257454 -2.073085 1.223647 0.10 -0.26 0.67 0.223
H 5.257838 6.375035 -1.426079 0.10 0.21 0.02 0.415
H 2.508304 -1.599875 -6.017405 -0.18 -0.14 -0.02 0.405
H -8.229674 -0.471002 2.589314 0.16 -0.25 0.35 0.351
H -3.772193 -0.197735 2.634863 0.04 -0.62 0.26 0.423
H 2.104532 5.750593 -9.021142 0.17 -0.12 0.00 0.388
H 3.871371 4.854592 -5.490457 -0.04 -0.05 -0.05 0.337
H -0.834601 -0.089789 2.568892 -0.11 -0.53 0.39 0.321
H 2.056864 -1.124322 -4.384984 -0.02 -0.06 0.01 0.437
H -2.522125 1.369826 3.422024 0.03 -0.10 0.58 0.465
H 6.080130 6.030133 -2.946079 -0.03 0.05 -0.04 0.468
H 5.226070 1.560678 -7.689509 -0.04 0.04 -0.03 0.451
H -2.365745 -3.262628 1.305998 -0.09 -0.08 0.59 0.857
H -0.632603 -6.764095 2.482245 -0.62 0.27 0.07 0.582
```
Positions in Å, forces in eV/Å.

Its net charge is +1. The calculation puts the LUMO energy (spin up / spin down) at -2.3 / -2.3 eV. For the orbital gap (spin up / spin down), the calculation gives 0.26690 / 0.29432 Eh. The spin multiplicity is 4.

Computed, not measured: a single C5H11NO molecule, with ωB97M-V/def2-TZVPD.

```
18
Properties=species:S:1:pos:R:3:forces:R:3:mulliken_charge:R:1
O -1.580554 0.314556 0.952347 0.76 1.12 2.71 -0.409
N -0.352809 0.610023 2.023313 -1.94 -1.03 -1.31 -0.374
C -1.040684 -0.182957 -0.191377 3.65 -0.09 -0.85 0.324
C 1.364957 0.477146 -1.279585 -0.22 -0.23 0.06 -1.468
C 0.669812 1.017418 1.131474 1.54 -0.57 -0.56 -0.523
C 0.660897 0.030863 -0.017860 -3.10 -0.33 -0.48 0.098
C -1.337352 -1.653954 -0.442113 -0.28 0.39 0.19 -1.347
H -0.732005 1.392982 2.552322 -0.26 -0.06 -0.32 0.287
H 1.015216 -0.946690 0.313835 0.10 0.06 0.05 0.325
H -2.406517 -1.785563 -0.605271 -0.04 -0.13 -0.03 0.366
H 1.012904 1.456714 -1.601206 0.00 0.06 -0.02 0.367
H -1.304477 0.443692 -1.056565 -0.19 -0.06 0.13 0.296
H -0.802349 -2.007542 -1.321253 0.05 -0.03 -0.09 0.332
H -1.044062 -2.244028 0.424958 0.03 -0.03 0.02 0.332
H 1.169815 -0.236686 -2.082806 0.04 0.05 -0.02 0.342
H 2.442423 0.518639 -1.135011 0.13 0.07 -0.01 0.392
H 1.654074 0.743850 1.569229 -0.40 0.94 0.38 0.321
H 0.610711 2.051538 0.765569 0.12 -0.12 0.16 0.340
```
Positions in Å, forces in eV/Å.

The calculation puts the LUMO energy at 1.1 eV. Its SMILES is C[C@H]1CNO[C@@H]1C. For the orbital gap, the calculation gives 0.37427 Eh.

Computed, not measured: C12H15BCl2FeN6O2 as an isolated structure, with ωB97M-V/def2-TZVPD.

```
39
Properties=species:S:1:pos:R:3:forces:R:3:mulliken_charge:R:1
Fe -0.176827 -0.025329 0.726791 -1.43 -0.94 1.54 0.379
Cl 1.007403 1.485678 5.324549 -0.18 -0.35 0.12 -0.175
Cl 0.531616 -1.497608 5.407153 0.02 0.43 0.18 -0.164
O 2.311506 -0.277585 2.553644 -1.01 0.09 -0.49 -0.597
O 0.030803 -0.085714 2.693253 0.87 0.02 -0.16 -0.614
N -1.678689 -0.229661 -1.478353 -0.26 -0.06 -0.89 -0.422
N 1.138350 -0.775459 -0.404440 2.39 -1.25 -1.54 -0.191
N -0.919140 0.269514 -2.519686 -0.84 -0.39 0.28 0.406
N -0.067383 1.764394 0.042441 0.42 3.25 -0.69 -0.227
N 1.334003 -0.301076 -1.691506 0.32 -0.53 1.34 0.236
N 0.303040 1.996272 -1.272145 0.07 0.07 1.62 0.312
C 0.219801 3.971787 -0.269078 -0.03 0.11 0.18 -1.079
C 1.440059 -0.129986 4.709151 -0.12 -0.11 -0.82 0.022
C 0.463335 3.308413 -1.461428 0.05 -0.05 0.10 -0.049
C -1.582292 0.195023 -3.689064 -0.24 -0.22 0.58 -0.174
C -2.824926 -0.368865 -3.440405 0.32 0.03 0.61 -0.759
C 1.246625 -0.160767 3.149542 0.62 -0.10 0.92 0.596
C -2.846553 -0.625913 -2.041916 1.31 0.74 -1.05 -0.400
C -0.099153 2.980133 0.668771 0.27 -0.93 -1.86 -0.121
C 2.110404 -1.704356 -0.157868 -0.73 1.15 -1.68 -0.114
C 2.353538 -0.959528 -2.244893 -0.12 0.23 0.05 -0.003
C 2.872350 -1.852833 -1.322887 0.09 -0.19 0.36 -1.167
C -2.408909 -2.807184 2.476700 -0.13 -0.18 -0.01 -0.956
B 0.490749 0.850767 -2.286459 -0.85 -0.53 0.23 0.169
H -2.394959 -1.719526 2.423294 0.02 -0.06 0.07 0.122
H 2.629484 -0.718462 -3.264009 0.11 -0.15 0.21 0.438
H -0.313793 3.082254 1.719948 -0.09 -0.20 -0.02 0.532
H 0.974402 1.245832 -3.313414 -0.05 -0.02 0.13 -0.112
H 2.502562 -0.284596 4.935389 -0.54 0.05 -0.16 0.305
H 2.242796 -2.154032 0.809750 -0.21 0.00 0.04 0.523
H -1.419254 -3.216055 2.306511 0.19 0.06 -0.03 0.224
H -2.751233 -3.136191 3.454027 0.02 0.15 0.12 0.306
H -3.668597 -1.074600 -1.511603 0.20 0.03 0.41 0.442
H -3.087557 -3.218938 1.736270 -0.07 0.06 -0.16 0.313
H 0.755791 3.660970 -2.444039 -0.08 0.06 0.28 0.429
H -3.599468 -0.555732 -4.159828 -0.10 -0.07 -0.01 0.388
H 0.273580 5.035902 -0.102520 0.00 -0.10 0.01 0.386
H -1.103086 0.544376 -4.597989 -0.23 -0.10 0.20 0.398
H 3.709614 -2.511320 -1.463669 0.05 -0.02 -0.02 0.398
```
Positions in Å, forces in eV/Å.

The calculation puts the LUMO energy (spin up / spin down) at 0.6 / 0.2 eV. For the orbital gap (spin up / spin down), the calculation gives 0.35991 / 0.33370 Eh. The spin multiplicity is 5.

Computed, not measured: a 2-piece molecular cluster, C9H14 overall, with ωB97M-V/def2-TZVPD.

```
23
Properties=species:S:1:pos:R:3:forces:R:3:mulliken_charge:R:1
C 3.765845 -0.881158 -0.414425 -1.19 -0.28 2.77 -0.764
C -1.535341 -0.265917 0.599089 -0.57 3.27 0.91 1.083
C 0.226181 0.746907 -0.748325 2.34 -1.90 -2.59 -0.027
C -2.068789 1.102375 0.791178 1.62 0.30 1.40 -0.965
C -0.397924 -0.369519 -0.234151 0.60 -1.11 -0.76 -0.790
C -1.385754 2.198489 0.236396 -1.49 -0.90 0.47 -0.228
C -0.286645 2.013657 -0.723409 -1.08 3.46 0.98 -0.716
C -2.405564 -1.314905 1.072415 -1.21 -0.15 -2.85 -1.268
C 2.754340 -2.082571 -0.550874 0.38 1.07 -0.86 -0.554
H 3.586762 -0.627976 0.670053 0.97 -0.06 -0.61 0.218
H 1.673103 -1.816022 -0.413482 1.27 0.43 -0.51 -0.045
H 0.079951 2.932813 -1.291414 -0.17 -1.60 0.88 0.274
H 4.892553 -1.078340 -0.571052 -2.07 0.37 -0.16 0.278
H -0.013852 -1.318754 -0.707258 -0.73 0.72 1.17 0.351
H 2.875746 -2.779402 0.256988 0.66 -0.82 0.02 0.351
H 1.170685 0.496728 -1.408816 -1.85 0.70 1.13 0.121
H -1.818776 -2.144621 1.343253 0.26 -1.63 0.35 0.332
H -3.040696 -1.506045 0.092869 0.23 -0.80 1.67 0.269
H 2.954590 -2.463769 -1.557339 -0.55 -0.75 0.30 0.242
H -2.760961 1.269140 1.752364 1.19 -0.22 -2.39 0.034
H -1.787306 3.156590 0.624830 0.67 -0.19 -0.74 0.282
H -3.084466 -1.013805 1.853539 -0.14 0.10 0.33 0.289
H 3.274577 0.009315 -0.811892 0.86 -0.04 -0.92 0.234
```
Positions in Å, forces in eV/Å.

Its net charge is -1. The calculation puts the LUMO energy (spin up / spin down) at 3.7 / 3.7 eV. For the orbital gap (spin up / spin down), the calculation gives 0.10657 / 0.25361 Eh. The spin multiplicity is 2.

Quick rundown of max |F|, same order as above: 0.059, 0.073, 0.065, 0.077 Eh/bohr